(1)
A structure of composition C31H26N7O6V. Source: OMol25; level of theory: the ωB97M-V functional and the def2-TZVPD basis.

Structure (XYZ):
```
71
Properties=species:S:1:pos:R:3:mulliken_charge:R:1
V 0.309 -0.433 0.149 -0.295
C -2.030 2.892 -1.230 -0.717
O -1.672 3.746 -0.147 -0.561
C -1.691 3.177 1.096 0.188
C -2.306 3.862 2.117 -0.483
C -2.319 3.350 3.419 -0.690
C -1.726 2.135 3.663 -0.997
C -1.091 1.410 2.639 0.725
C -0.506 0.136 2.995 -0.442
N 0.057 -0.679 2.181 0.896
N 0.513 -1.880 2.717 -1.133
C 1.009 -2.623 1.758 0.764
O 1.095 -2.306 0.524 -0.746
C 1.518 -3.972 2.159 0.324
C 1.990 -4.833 1.174 -0.425
C 2.468 -6.091 1.513 -0.664
C 2.481 -6.499 2.839 -0.340
C 2.013 -5.640 3.826 -0.600
C 1.533 -4.384 3.489 -0.201
C -1.031 1.941 1.327 0.791
O -0.407 1.381 0.335 -0.233
H -2.418 3.545 -2.011 0.275
H -2.806 2.185 -0.925 0.352
H -1.171 2.331 -1.597 0.142
H -2.767 4.813 1.881 0.441
H -2.795 3.905 4.218 0.367
H -1.734 1.713 4.662 0.342
H -0.566 -0.169 4.039 0.221
H 1.974 -4.489 0.149 0.434
H 2.833 -6.755 0.738 0.372
H 2.856 -7.481 3.104 0.353
H 2.024 -5.951 4.864 0.354
H 1.165 -3.702 4.243 0.433
C 4.224 0.943 -0.831 -1.280
C 2.875 0.361 -1.131 0.998
O 2.105 0.228 -0.118 -0.511
C 2.508 0.034 -2.424 -1.387
C 1.216 -0.415 -2.809 1.499
C 0.956 -0.642 -4.274 -1.441
N 0.259 -0.622 -1.946 0.840
N -0.957 -1.064 -2.476 -0.902
C -1.761 -1.360 -1.504 0.833
O -1.470 -1.268 -0.246 -0.815
C -3.120 -1.867 -1.853 0.395
C -3.532 -1.990 -3.178 -0.299
C -4.799 -2.464 -3.476 -0.614
C -5.672 -2.822 -2.454 -0.363
C -5.266 -2.699 -1.133 -0.670
C -3.996 -2.224 -0.833 -0.363
H 4.782 0.237 -0.211 0.296
H 4.092 1.868 -0.265 0.208
H 4.787 1.145 -1.741 0.342
H 3.227 0.208 -3.211 0.149
H 1.845 -0.410 -4.857 0.405
H 0.124 -0.023 -4.608 0.289
H 0.660 -1.678 -4.446 0.280
H -2.840 -1.706 -3.959 0.451
H -5.111 -2.555 -4.510 0.364
H -6.664 -3.191 -2.688 0.357
H -5.940 -2.973 -0.330 0.377
H -3.659 -2.119 0.189 0.420
N 1.493 4.095 -0.484 -0.271
C 2.678 4.564 0.034 0.685
O 3.537 3.787 0.457 -0.825
C 2.828 6.008 0.067 0.032
C 4.014 6.583 0.569 0.199
N 4.983 7.082 0.962 -0.719
C 1.825 6.870 -0.410 0.183
N 0.998 7.581 -0.810 -0.682
H 1.241 3.129 -0.349 0.003
H 0.726 4.732 -0.623 0.289
```

Properties
HOMO = -2.09 eV
Multiplicity = 3
Net charge = -2
Total energy = -2975.89290 hartree

(2)
A structure of composition C31H27CrN9O2SSe2. Source: OMol25; level of theory: the ωB97M-V functional and the def2-TZVPD basis.

Structure (XYZ):
```
73
Properties=species:S:1:pos:R:3:mulliken_charge:R:1
Cr -0.589 -1.079 -0.889 -0.073
Se -4.563 -1.569 5.693 0.169
N -4.055 -0.204 4.655 -0.907
C -3.377 -0.708 3.666 0.674
C -2.804 0.094 2.584 0.569
C -2.925 1.478 2.529 -0.685
C -2.338 2.147 1.475 -1.168
C -1.667 1.416 0.501 -0.364
N -1.559 0.091 0.536 1.355
C -2.105 -0.562 1.574 -0.370
C -1.905 -2.014 1.594 -0.717
N -1.196 -2.513 0.574 0.589
C -0.970 -3.824 0.566 -0.565
C -1.447 -4.680 1.546 -1.170
C -2.198 -4.173 2.589 -0.729
C -2.427 -2.803 2.616 0.591
C -3.191 -2.151 3.679 0.809
N -3.728 -2.784 4.682 -0.901
H -3.465 1.997 3.310 0.525
H -2.386 3.223 1.388 0.539
H -1.197 1.914 -0.333 0.441
H -0.402 -4.194 -0.272 0.132
H -1.230 -5.737 1.473 0.436
H -2.596 -4.803 3.372 0.512
N 1.062 6.747 1.491 -0.622
C 1.365 5.523 0.878 1.101
C 1.864 5.488 -0.422 -0.759
C 2.197 4.280 -1.014 -0.210
C 2.046 3.099 -0.310 -0.642
C 1.557 3.124 0.990 -0.261
C 1.215 4.327 1.581 -0.914
S 2.423 1.525 -1.037 1.334
O 3.075 1.775 -2.299 -0.772
O 3.143 0.784 -0.040 -0.761
N 0.982 0.828 -1.219 0.308
C 0.179 1.270 -2.210 -0.180
N 0.303 2.434 -2.863 -0.425
C -0.610 2.684 -3.791 -0.503
C -1.661 1.832 -4.087 -0.917
C -1.747 0.674 -3.327 -0.423
N -0.839 0.397 -2.405 0.774
H 0.833 7.487 0.847 0.217
H 0.384 6.681 2.233 0.218
H 1.986 6.414 -0.972 0.287
H 2.559 4.236 -2.032 0.462
H 1.450 2.192 1.532 0.473
H 0.837 4.345 2.597 0.296
H -0.501 3.629 -4.318 0.424
H -2.390 2.062 -4.849 0.386
H -2.536 -0.070 -3.408 0.369
C 0.083 -3.362 -3.115 -1.353
N 0.807 -2.381 -2.300 1.521
C 1.544 -1.502 -3.219 -1.625
C 1.785 -3.085 -1.445 -1.929
C 2.020 -2.400 -0.125 1.332
C 3.160 -2.717 0.608 -0.838
C 3.363 -2.174 1.865 -0.846
C 2.412 -1.299 2.378 -0.779
C 1.294 -0.977 1.625 -0.480
C 1.061 -1.508 0.354 1.285
H 0.795 -3.979 -3.684 0.337
H -0.588 -2.841 -3.794 0.255
H -0.549 -3.987 -2.488 0.313
H 2.156 -2.105 -3.906 0.433
H 2.196 -0.835 -2.664 0.441
H 0.841 -0.912 -3.804 0.275
H 2.730 -3.212 -1.992 0.523
H 1.407 -4.098 -1.273 0.479
H 3.899 -3.394 0.188 0.422
H 4.254 -2.416 2.431 0.339
H 2.558 -0.852 3.355 0.401
H 0.585 -0.270 2.054 0.228
Se -2.670 -2.021 -1.701 -0.689
```

Properties
HOMO (alpha / beta) = -3.15 / -3.14 eV
Multiplicity = 2
Net charge = -1
Total energy = -8086.40151 hartree

Let's list relative energy (zero: lowest compared OMol25 entry of this formula, charge and spin) in order: 0.0 5.0 kcal/mol.